Entry 1:
C14H24IrN8S as an isolated structure, computed with wB97M-V/def2-TZVPD.

Values from the calculation:
- energy relative to the best compared isomer or geometry (same formula, charge and spin) (eV) = 0.0000
- HOMO level (Eh) = -0.6639
- largest force on an atom (eV/A) = 0.1
- frontier orbital gap (eV) = 8.68
- net charge = +3

XYZ file:
```
48
Properties=species:S:1:pos:R:3:forces:R:3
C -3.01226 -1.34010 -0.00233 0.0 0.0 0.0
C 2.21820 0.22608 1.18658 0.0 0.0 0.0
N -4.10538 -2.08168 -0.00488 0.0 0.0 0.0
C 4.28375 0.33284 0.00433 0.0 0.0 0.0
N 1.58755 0.21067 0.00161 0.1 0.0 0.0
C -0.15485 2.07779 2.37328 0.0 0.0 0.0
H 1.21183 -1.00357 2.61145 0.0 0.0 0.0
H 0.88091 2.43577 -2.43438 0.0 0.0 0.0
H -0.20803 -2.30084 -0.81193 0.0 0.0 0.0
H -0.60313 2.23375 -3.35192 0.0 0.0 0.0
H 1.70849 0.53211 -3.26984 0.0 0.0 0.0
H -1.95343 2.62803 1.26479 0.0 0.0 0.0
C -2.56147 -3.53687 0.00013 0.0 0.0 0.0
C -0.14711 2.07258 -2.37657 0.0 0.0 0.0
C 1.30263 0.05479 -2.37758 0.0 0.0 0.0
C -0.88398 2.83004 1.27643 0.0 0.0 0.0
H -1.15237 -4.87734 -0.88735 0.0 0.0 0.0
H -5.06693 -1.76335 -0.00769 0.0 0.0 0.0
Ir -0.41163 0.31211 -0.00043 -0.1 -0.1 0.0
H -2.47771 -5.62744 0.00392 0.0 0.0 0.0
N -0.64785 -1.86716 0.00143 0.0 0.0 0.0
N -0.07754 0.58327 -2.07586 0.0 0.0 -0.1
C 1.29780 0.06137 2.38072 0.0 0.0 0.0
H -0.73357 0.11589 -2.69728 0.0 0.0 0.0
N -3.84529 -3.42256 -0.00310 0.0 0.0 0.0
H 0.68863 2.64147 -0.00145 0.0 0.0 0.0
H 4.13909 0.30286 -2.14766 0.0 0.0 0.0
N -0.29198 2.34868 -0.00241 0.0 0.0 0.0
C 3.60061 0.28916 -1.20928 0.0 0.0 0.0
C 2.22074 0.22276 -1.18209 0.0 0.0 0.0
S -2.80765 0.35207 -0.00326 0.0 0.0 0.0
H 5.36482 0.39053 0.00538 0.0 0.0 0.0
H 1.21657 -1.01081 -2.60520 0.0 0.0 0.0
H -0.73538 3.90513 1.39258 0.0 0.0 0.0
C -0.88041 2.82704 -1.28413 0.0 0.0 0.0
H -1.15329 -4.87425 0.89397 0.0 0.0 0.0
H 4.13450 0.30904 2.15606 0.0 0.0 0.0
N -0.08225 0.58809 2.07514 0.0 0.0 0.1
H 1.70186 0.54150 3.27229 0.0 0.0 0.0
H 0.87235 2.44235 2.43616 0.0 0.0 0.0
H -0.73896 0.12076 2.69586 0.0 0.0 0.0
C 3.59806 0.29262 1.21655 0.0 0.0 0.0
C -1.77909 -4.79348 0.00285 0.0 0.0 0.0
H -0.21097 -2.29905 0.81731 0.0 0.0 0.0
N -2.00752 -2.24844 -0.00054 0.0 0.0 0.0
H -0.73223 3.90196 -1.40224 0.0 0.0 0.0
H -1.94972 2.62418 -1.27531 0.0 0.0 0.0
H -0.61642 2.23964 3.34590 0.0 0.0 0.0
```
Forces are in eV/Å.

Now the Mulliken charges, all in e: 0.27, 1.20, 0.26, -0.35, -0.60, -0.57, 0.42, 0.37, 0.36, 0.49, 0.54, 0.39, 0.88, -0.57, -1.53, -0.83, 0.35, 0.19, 3.00, 0.36, -0.92, -0.67, -1.53, 0.40, -0.65, 0.55, 0.55, -0.66, -1.07, 1.20, -0.45, 0.48, 0.42, 0.48, -0.83, 0.35, 0.55, -0.66, 0.54, 0.37, 0.40, -1.07, -1.29, 0.36, 0.18, 0.48, 0.39, 0.49

---

Entry 2:
A 3-piece molecular cluster, C5H13NS overall in a non-equilibrium geometry, computed with wB97M-V/def2-TZVPD.

Values from the calculation:
- energy relative to the best compared isomer or geometry (same formula, charge and spin) (eV) = 8.5434
- HOMO level (Eh) = -0.3150
- largest force on an atom (eV/A) = 2.8
- frontier orbital gap (eV) = 6.12
- net charge = 0

XYZ file:
```
20
Properties=species:S:1:pos:R:3:forces:R:3
H 0.41860 -0.59234 0.98652 0.3 0.2 0.1
S -3.51285 -1.21155 0.79353 1.2 0.4 -0.3
H -2.43866 0.49218 -1.54767 0.4 0.0 -0.5
C 1.22979 -0.45246 -1.00979 -2.7 0.9 0.0
H -1.32608 0.73309 1.18380 0.2 1.4 -0.3
H -1.36400 1.95287 -1.50999 0.5 -0.3 0.0
H 5.82869 0.43680 0.62646 0.3 0.0 -0.2
H 4.15240 1.44184 -0.08111 -0.8 0.3 1.0
H 1.89704 0.34841 -1.27192 0.5 -0.4 -0.4
C -1.10208 0.44007 0.15006 -0.6 0.4 0.8
C 5.07451 0.25613 -0.16772 -0.3 0.4 0.1
H 0.52195 -0.59453 -1.83294 0.4 -0.5 -0.2
H -1.77897 -0.46919 0.43736 -0.5 -1.4 -0.6
H 1.71456 -1.36927 -0.70145 0.2 0.0 -0.2
C -1.86682 1.18029 -0.93416 -1.0 0.4 1.0
N 3.81546 0.41733 0.07690 1.1 0.3 -0.9
H -2.65231 1.70241 -0.37671 -0.1 0.1 -0.2
H 1.01244 0.95618 0.49395 -0.8 0.5 0.4
H 5.48191 0.08216 -1.18385 0.1 -0.9 0.1
C 0.36686 0.13754 0.16916 1.4 -1.9 0.2
```
Forces are in eV/Å.

Now the Mulliken charges, all in e: 0.25, -0.19, 0.34, -1.06, 0.52, 0.35, 0.28, 0.23, 0.30, -0.01, -0.31, 0.39, -0.23, 0.26, -1.09, -0.46, 0.38, 0.37, 0.25, -0.57